Record 1
The following is a quantum chemistry calculation of a cluster of 14 separate species, C54H149N13O14 in total in a non-equilibrium geometry, from OMol25.

Geometry as XYZ:
```
230
Properties=species:S:1:pos:R:3:forces:R:3
C -6.423 -12.195 26.107 0.1 0.8 0.3
C -5.039 -12.694 25.685 -0.1 1.0 -0.2
C -3.804 -11.973 26.304 -1.2 0.4 0.7
O -3.573 -10.673 25.743 0.9 -1.1 -0.9
C -2.657 -10.671 24.614 -0.9 0.6 0.6
N -5.036 -14.098 25.967 1.1 -1.0 0.0
H -6.656 -11.139 25.970 0.2 0.1 -0.4
H -6.547 -12.351 27.179 0.0 -0.2 0.1
H -7.167 -12.801 25.591 -0.1 0.1 0.0
H -4.931 -12.566 24.607 0.0 0.0 -0.2
H -2.951 -12.647 26.381 0.4 0.1 -0.9
H -3.991 -11.754 27.355 -0.4 0.0 0.2
H -2.697 -9.651 24.231 0.1 0.0 0.0
H -2.982 -11.318 23.799 0.0 -0.3 0.1
H -1.634 -10.897 24.914 0.0 -0.2 0.1
H -5.862 -14.533 25.582 0.0 -0.1 0.1
H -5.044 -14.242 26.966 -0.1 -0.2 0.2
C 13.540 -8.427 14.926 0.0 0.4 0.2
C 12.922 -8.716 16.274 -1.0 -0.5 -0.2
C 11.403 -9.133 16.191 0.9 1.1 -0.1
O 10.636 -8.037 15.705 -1.0 -0.2 0.3
C 9.352 -8.476 15.260 0.0 -0.1 -1.0
N 13.715 -9.727 16.997 -0.7 0.3 -0.4
H 13.508 -9.272 14.238 0.2 -0.1 0.1
H 14.558 -8.120 15.165 0.2 -0.2 -0.5
H 13.034 -7.581 14.461 0.0 -0.1 -0.1
H 13.012 -7.782 16.829 -0.4 0.0 0.3
H 11.082 -9.427 17.190 -0.2 0.0 0.2
H 11.220 -9.969 15.515 0.4 -0.4 -0.1
H 8.746 -7.682 14.823 0.5 0.5 0.3
H 8.685 -8.979 15.959 0.5 0.0 0.7
H 9.484 -9.170 14.430 0.1 -0.3 -0.1
H 13.582 -10.590 16.489 0.3 -0.4 -0.1
H 13.231 -9.884 17.869 0.2 -0.1 0.5
C -3.502 5.415 20.084 -0.8 0.2 0.1
C -3.495 4.657 21.431 1.2 -0.3 -1.4
C -4.802 3.856 21.609 1.5 1.2 0.8
O -4.697 3.066 22.815 -0.6 1.4 -1.7
C -5.913 2.407 23.071 0.8 -1.0 0.4
N -2.342 3.724 21.300 -0.7 0.5 0.5
H -4.400 6.031 20.037 -0.2 0.1 -0.2
H -3.504 4.736 19.232 -0.3 -0.3 0.1
H -2.667 6.081 19.867 0.2 -0.1 0.7
H -3.279 5.390 22.208 -0.3 -0.3 0.3
H -4.886 3.266 20.697 -0.4 -0.5 0.1
H -5.598 4.599 21.654 -0.5 -0.3 0.2
H -6.118 1.667 22.297 -0.1 -0.2 -0.2
H -6.804 3.030 23.159 0.2 0.4 0.2
H -5.647 1.884 23.989 -0.8 -0.1 0.2
H -2.339 3.155 22.135 0.2 -0.3 0.2
H -2.688 3.113 20.575 0.5 -0.5 -0.3
C -5.866 -9.969 18.561 -1.3 0.3 0.0
C -6.722 -11.245 18.436 0.9 -0.1 -1.4
C -8.188 -11.145 18.832 0.0 0.1 0.2
O -8.879 -12.367 18.518 -0.1 0.2 0.1
C -10.238 -12.454 18.963 0.5 -0.1 0.2
N -6.716 -11.625 17.018 -0.3 0.1 -0.1
H -6.223 -9.213 17.862 -0.2 0.0 -0.1
H -4.831 -10.154 18.271 0.0 -0.2 0.4
H -5.988 -9.530 19.551 0.5 -0.1 0.2
H -6.174 -12.022 18.968 -0.5 -0.2 0.7
H -8.681 -10.356 18.264 0.1 0.3 -0.1
H -8.193 -10.868 19.887 -0.5 -0.3 0.3
H -10.883 -11.611 18.714 0.4 0.5 0.0
H -10.221 -12.616 20.041 -0.3 0.1 0.1
H -10.748 -13.298 18.500 0.5 -0.2 -0.1
H -7.503 -12.251 16.921 0.1 -0.3 -0.5
H -5.873 -12.137 16.801 0.0 -0.1 -0.1
C -4.377 -1.359 16.450 0.0 0.0 -1.4
C -3.401 -0.811 15.419 1.0 0.6 0.3
C -4.080 -0.028 14.247 -0.4 -0.7 1.1
O -5.102 -0.848 13.698 -0.1 -0.6 -0.1
C -5.072 -1.030 12.306 -0.1 0.2 -0.4
N -2.438 0.096 16.078 0.4 0.7 -0.3
H -4.992 -2.014 15.832 -0.5 -0.1 0.5
H -4.978 -0.557 16.878 0.1 -0.2 0.3
H -3.838 -1.983 17.163 -0.1 0.3 0.3
H -2.872 -1.679 15.028 0.0 -0.2 -0.5
H -3.371 0.316 13.494 0.2 -0.2 -0.1
H -4.582 0.848 14.658 0.2 0.2 0.2
H -4.118 -1.420 11.950 0.3 0.2 0.0
H -5.328 -0.099 11.800 0.3 0.3 -0.2
H -5.827 -1.736 11.961 -0.1 -0.2 0.6
H -1.694 0.373 15.454 -0.2 0.4 -0.8
H -1.836 -0.284 16.794 -0.8 -0.8 0.6
C 8.030 3.454 9.598 0.2 -0.5 0.4
C 7.460 4.360 10.708 1.8 0.7 -1.1
C 7.893 3.900 12.102 -0.4 -0.6 0.4
O 7.406 2.631 12.475 -0.7 -1.5 0.7
C 7.712 2.216 13.835 -0.1 1.1 -0.6
N 8.032 5.702 10.466 -0.5 0.4 -0.1
H 7.825 3.714 8.559 -0.8 0.1 0.2
H 7.802 2.413 9.825 -0.3 0.0 -0.3
H 9.120 3.465 9.575 0.3 0.3 0.6
H 6.392 4.548 10.597 -0.1 -0.7 0.3
H 7.491 4.625 12.810 0.3 0.4 0.3
H 8.979 3.823 12.151 0.3 0.6 -0.1
H 8.764 1.956 13.960 0.2 0.0 -0.2
H 7.110 1.384 14.200 -0.2 -0.1 -0.8
H 7.472 3.030 14.519 0.1 0.3 0.1
H 7.676 6.401 11.103 0.0 0.0 0.1
H 9.035 5.806 10.409 0.0 -0.5 0.1
C 15.237 -9.570 23.982 -1.0 1.5 0.8
C 13.788 -9.142 23.626 0.6 -0.4 -0.6
C 13.681 -7.667 23.132 1.0 -1.0 0.3
O 13.958 -6.863 24.251 -0.3 0.8 0.5
C 13.767 -5.476 24.013 1.0 0.1 0.4
N 13.361 -10.106 22.599 -0.7 0.6 0.1
H 15.517 -8.891 24.787 0.6 0.1 -0.1
H 15.864 -9.449 23.098 0.1 -0.1 0.2
H 15.326 -10.563 24.422 -0.3 -0.2 -0.4
H 13.102 -9.233 24.468 0.3 0.2 0.5
H 12.723 -7.409 22.680 -0.3 -0.2 0.1
H 14.457 -7.500 22.385 0.1 0.0 -0.4
H 14.130 -4.875 24.846 -0.5 -0.5 0.8
H 12.726 -5.219 23.819 0.0 0.0 -0.3
H 14.491 -5.098 23.291 -0.4 -0.2 -1.0
H 12.365 -9.945 22.552 -0.5 -0.1 -0.7
H 13.388 -10.992 23.083 0.3 -0.5 -0.2
C 7.067 -5.553 26.588 0.4 0.0 -0.1
C 7.350 -5.726 28.071 -0.6 0.2 -0.3
C 6.947 -7.127 28.522 -0.4 0.4 0.3
O 5.614 -7.556 28.267 -0.2 0.0 -0.3
C 4.570 -6.737 28.798 0.2 0.1 -0.4
N 8.770 -5.528 28.347 -0.1 -0.3 0.0
H 6.039 -5.811 26.334 0.0 0.4 0.0
H 7.679 -6.230 25.992 0.2 -0.4 0.1
H 7.391 -4.573 26.236 -0.5 0.2 0.1
H 6.825 -4.971 28.655 -0.3 0.1 -0.1
H 7.118 -7.235 29.593 0.2 0.1 0.3
H 7.684 -7.742 28.005 -0.5 -0.8 -0.1
H 4.787 -6.384 29.806 0.1 0.0 0.1
H 3.610 -7.254 28.804 0.4 -0.7 0.2
H 4.341 -5.899 28.138 0.5 0.4 0.0
H 9.269 -6.103 27.683 0.4 0.0 -0.3
H 8.933 -6.010 29.220 0.4 0.2 0.5
C 1.897 -4.944 19.333 0.7 0.4 0.6
C 3.048 -4.097 20.000 -1.0 -0.7 -0.5
C 4.395 -4.243 19.322 -1.1 -0.6 -0.8
O 5.368 -3.776 20.176 -0.5 0.1 0.9
C 6.667 -4.013 19.784 1.1 0.3 0.0
N 2.614 -2.721 19.886 0.2 0.8 -0.6
H 2.008 -6.010 19.137 0.7 -0.1 0.4
H 1.696 -4.486 18.365 -0.3 0.2 0.2
H 1.047 -4.862 20.010 -0.3 0.2 -0.3
H 3.190 -4.270 21.066 0.0 -1.0 0.0
H 4.371 -3.721 18.365 0.0 0.5 -0.2
H 4.555 -5.280 19.024 0.2 -0.4 0.4
H 7.247 -4.052 20.706 0.3 0.1 -0.2
H 7.008 -3.208 19.134 0.3 0.2 0.0
H 6.835 -4.939 19.234 -0.3 -0.3 0.0
H 3.418 -2.138 20.070 -0.1 0.4 0.2
H 1.879 -2.481 20.536 0.0 0.0 0.1
C 6.240 -14.088 15.587 0.4 0.7 -1.5
C 5.789 -13.600 16.954 -0.5 1.2 -1.4
C 4.274 -13.315 17.005 -0.1 -0.1 0.1
O 3.966 -12.159 16.282 -0.3 0.5 -0.7
C 2.573 -11.939 16.101 0.4 1.1 -0.3
N 6.205 -14.576 17.877 -0.4 -1.1 1.8
H 7.224 -14.554 15.627 0.1 0.0 0.3
H 6.376 -13.306 14.841 -0.3 0.3 0.0
H 5.609 -14.838 15.110 -0.4 -0.1 0.3
H 6.294 -12.671 17.218 0.0 0.2 -0.2
H 3.872 -13.166 18.008 0.4 -0.4 0.5
H 3.708 -14.123 16.542 0.1 -0.6 0.1
H 2.504 -11.206 15.298 0.0 -0.2 -0.2
H 2.107 -11.420 16.939 0.1 -0.3 0.5
H 1.971 -12.808 15.833 0.3 -0.3 0.0
H 5.631 -15.380 17.669 0.1 -0.6 0.3
H 7.150 -14.828 17.622 0.1 -0.2 0.3
C -1.854 -2.578 25.855 0.4 -1.2 -0.7
C -2.429 -2.865 24.458 0.2 0.1 0.6
C -3.760 -3.610 24.479 0.6 -1.3 -0.6
O -4.190 -3.909 23.131 0.9 1.2 0.9
C -5.504 -4.400 23.159 0.8 0.0 -0.7
N -2.522 -1.622 23.746 -0.2 0.1 -0.7
H -1.664 -3.539 26.333 -0.7 0.0 0.7
H -2.490 -1.880 26.401 0.0 -0.3 0.2
H -0.833 -2.198 25.814 -0.2 0.5 -0.4
H -1.774 -3.493 23.854 0.4 -0.2 0.3
H -4.548 -3.112 25.043 -0.1 0.3 0.0
H -3.574 -4.596 24.906 -0.1 -0.1 0.7
H -5.487 -5.403 23.586 -0.5 -0.1 0.4
H -5.766 -4.487 22.105 -0.6 0.1 0.2
H -6.095 -3.675 23.719 -0.7 -0.4 -0.1
H -2.914 -1.947 22.873 -0.2 0.7 -0.7
H -3.257 -1.095 24.195 -0.2 0.5 0.0
C 2.445 4.650 15.675 -0.8 2.0 0.3
C 1.654 4.732 14.366 -0.4 -1.6 -0.3
C 2.036 5.840 13.433 1.0 1.0 -0.4
O 1.406 5.786 12.154 -0.6 0.1 -0.4
C 1.751 6.895 11.301 1.1 -0.1 1.0
N 1.944 3.426 13.783 0.0 -0.3 -0.7
H 2.030 5.398 16.351 0.0 -0.1 0.4
H 3.471 4.992 15.540 0.2 -0.4 -0.2
H 2.389 3.665 16.140 0.0 0.1 -0.3
H 0.571 4.773 14.485 -0.1 0.0 0.5
H 3.112 5.751 13.290 0.5 0.0 -0.2
H 1.895 6.811 13.907 -0.3 0.3 0.0
H 2.839 6.938 11.249 0.3 0.1 0.1
H 1.423 7.844 11.725 -0.3 0.0 0.1
H 1.462 6.855 10.250 -0.8 -0.8 0.4
H 1.623 3.399 12.826 -0.2 -0.1 -0.3
H 2.951 3.429 13.704 0.4 -0.5 -0.1
C 5.982 -10.783 23.206 -0.3 0.6 1.0
C 6.669 -11.810 24.113 0.1 -0.8 -0.8
C 5.663 -12.702 24.838 -1.1 -0.2 -1.1
O 6.126 -13.687 25.751 0.7 0.9 0.9
C 6.478 -13.074 27.017 -0.9 0.4 -0.4
N 7.563 -12.570 23.253 0.8 -0.6 0.2
H 5.377 -10.128 23.833 0.0 0.3 0.0
H 5.282 -11.174 22.467 0.1 -0.6 0.1
H 6.702 -10.174 22.660 0.1 -0.1 0.2
H 7.292 -11.370 24.893 0.0 0.6 -0.1
H 5.126 -13.255 24.067 0.1 -0.3 -0.2
H 4.870 -12.060 25.221 0.0 0.1 0.9
H 5.639 -12.432 27.286 0.0 0.3 0.1
H 7.367 -12.446 26.965 0.2 -0.1 -0.2
H 6.560 -13.751 27.867 0.2 -0.6 -0.6
H 7.737 -13.473 23.670 0.3 -0.2 0.1
H 7.196 -12.762 22.332 -0.4 0.2 0.0
C 4.886 0.680 24.711 0.5 -0.4 0.6
C 5.390 0.791 26.156 -0.3 1.3 -0.5
O 6.801 1.116 26.135 -0.7 -1.0 0.1
H 3.887 0.245 24.687 0.0 0.1 0.0
H 5.577 -0.039 24.270 -0.1 0.0 -0.4
H 4.907 1.601 24.127 0.1 0.0 0.2
H 5.088 -0.117 26.679 0.7 -0.4 0.0
H 4.935 1.593 26.737 -0.5 0.2 -0.2
H 7.155 0.747 26.948 0.3 0.1 0.0
```
Forces are in eV/Å.

Properties
**Maximum force**: 2.3 eV Å⁻¹
**E**: -106438.558 eV
**ΔE to the lowest compared entry with this formula, charge and spin**: 3.604 eV
**Spin multiplicity**: 1

Here are the Löwdin charges for atoms 1 to 8, given in e:
1 C -0.071
2 C -0.445
3 C -0.191
4 O -0.193
5 C -0.086
6 N 0.017
7 H 0.074
8 H 0.075


Record 2
The following is a quantum chemistry calculation of the molecule C19H19N3O2 in a non-equilibrium geometry, from OMol25.

Geometry as XYZ:
```
43
Properties=species:S:1:pos:R:3:forces:R:3
O 2.097 -1.356 -1.584 0.7 -1.0 0.1
N -2.498 1.839 -0.956 0.4 -3.3 -1.7
O 1.312 0.054 -0.066 -1.6 1.1 0.5
C 1.194 -0.683 -1.147 2.8 0.0 -0.4
C -3.139 0.633 -0.944 1.6 2.0 0.5
C -2.219 -0.451 -1.201 -7.0 -4.2 1.6
C -1.084 0.064 -1.440 3.6 4.3 -1.2
C -3.543 -4.564 -0.776 -2.5 -1.7 1.4
C 2.824 4.081 2.735 0.8 -0.9 -2.3
C -4.417 -3.460 -0.585 3.9 -1.3 -1.2
C -2.196 -4.372 -1.008 -0.9 1.0 -0.5
C 3.880 3.557 1.853 -2.9 -1.4 0.6
C 1.642 3.326 2.947 1.6 -2.1 -1.3
C -4.001 -2.187 -0.738 2.0 1.0 -0.9
C -1.766 -3.076 -1.204 0.6 3.1 0.6
C 3.673 2.263 1.272 -1.3 1.2 1.4
C 1.426 2.049 2.324 3.7 0.5 -0.9
C -2.635 -1.918 -1.107 -0.2 -0.4 0.7
C 2.492 1.485 1.505 0.3 0.7 -0.5
N 0.082 -0.541 -1.887 -1.2 0.4 0.0
N -1.250 1.454 -1.375 2.2 0.9 -0.3
C -0.336 2.366 -2.160 -1.7 0.8 0.6
C 2.466 -1.116 1.694 -1.3 0.6 1.1
C 2.491 0.093 0.739 0.1 -0.2 1.6
H -4.171 0.672 -0.677 -0.4 -0.4 0.2
H -4.100 -5.577 -0.561 1.8 1.7 -0.7
H 2.829 5.146 2.983 0.3 -0.5 0.5
H -5.395 -3.572 -0.411 -3.5 -1.0 0.9
H -1.403 -5.059 -1.151 0.0 -1.3 0.2
H 4.785 4.061 1.530 -0.3 0.4 0.5
H 0.953 3.550 3.716 -0.8 0.9 0.4
H -4.767 -1.441 -0.595 0.3 0.5 -0.1
H -0.650 -2.928 -1.241 -1.3 -0.1 -0.3
H 4.419 1.910 0.584 0.2 -0.3 -0.1
H 0.555 1.473 2.495 -0.8 -0.3 0.2
H -0.028 -1.343 -2.489 -0.1 0.2 -0.3
H -0.370 2.063 -3.207 -0.6 0.4 -0.1
H -0.557 3.466 -1.974 -0.3 -1.6 -0.4
H 0.692 2.265 -1.948 1.2 -0.5 1.1
H 3.361 -1.133 2.329 0.0 -0.1 -0.4
H 1.616 -0.937 2.426 0.8 -0.6 -0.9
H 2.336 -2.075 1.147 0.1 0.7 0.4
H 3.400 -0.079 0.157 -0.3 0.8 -0.4
```
Forces are in eV/Å.

Properties
**Maximum force**: 8.3 eV Å⁻¹
**SMILES**: C[C@@H](OC(=O)Nc1c(-c2ccccc2)cnn1C)c1ccccc1
**E**: -28574.215 eV
**ΔE to the lowest compared entry with this formula, charge and spin**: 4.552 eV
**Spin multiplicity**: 1

Here are the Löwdin charges for atoms 1 to 8, given in e:
1 O 0.100
2 N 0.098
3 O 0.054
4 C -0.596
5 C -0.060
6 C -0.135
7 C -0.258
8 C -0.075


Record 3
The following is a quantum chemistry calculation of a structure of composition C9H24AsN3SSbSe4V, from OMol25.

Geometry as XYZ:
```
44
Properties=species:S:1:pos:R:3:forces:R:3
V 0.039 -0.714 -0.638 0.2 -0.1 -0.2
C -2.889 1.653 -0.917 -0.1 0.0 0.0
C -1.537 1.927 -1.609 0.1 0.0 0.1
N -0.384 1.511 -0.786 -0.2 0.0 0.0
C -0.318 2.206 0.513 0.0 0.0 -0.1
C -0.007 1.254 1.679 0.0 0.0 0.0
N -0.512 -0.097 1.437 -0.1 0.0 0.0
C -1.875 -0.377 1.931 0.1 0.0 0.0
C -2.950 0.509 1.315 0.0 0.0 0.0
N -2.944 0.469 -0.116 0.2 0.0 0.0
H -3.650 1.639 -1.704 0.0 0.0 0.0
H -3.147 2.510 -0.285 0.0 0.0 0.0
H -1.483 2.999 -1.849 0.0 0.0 0.0
H -1.458 1.373 -2.541 0.0 0.0 0.0
H 0.454 1.695 -1.324 0.0 0.0 0.0
H -1.273 2.696 0.685 0.0 0.0 0.0
H 0.433 3.000 0.491 0.0 0.0 0.0
H -0.411 1.676 2.610 0.0 0.0 0.0
H 1.072 1.181 1.802 0.1 0.0 0.0
H 0.097 -0.782 1.874 0.0 0.0 0.0
H -1.908 -0.270 3.025 0.0 0.0 0.0
H -2.090 -1.417 1.680 0.0 0.0 0.0
H -2.825 1.547 1.641 0.0 0.0 0.0
H -3.904 0.174 1.747 0.0 0.0 0.0
H -3.257 -0.400 -0.530 0.0 0.0 0.0
Se -3.972 -2.936 -0.585 -0.1 -0.1 0.0
Sb -1.824 -3.668 -1.452 0.1 0.2 0.1
Se -1.488 -1.341 -2.632 -0.2 0.0 -0.4
Se 0.012 -3.113 0.162 0.1 0.0 0.0
Se -1.488 -5.575 -2.844 -0.1 -0.1 0.0
C 3.232 -0.834 1.723 0.0 0.0 -0.2
As 2.468 -0.621 -0.081 0.3 -0.1 0.1
C 3.459 -2.034 -0.994 -0.1 0.2 0.1
C 3.545 0.914 -0.683 -0.1 -0.2 0.1
S 0.642 -0.848 -2.994 -0.1 0.0 0.4
H 4.316 -0.925 1.650 0.0 0.0 0.1
H 2.818 -1.737 2.168 0.0 0.0 0.0
H 2.985 0.025 2.347 0.0 0.0 0.0
H 4.532 -1.881 -0.874 0.0 0.0 0.0
H 3.163 -1.997 -2.040 0.1 -0.1 0.0
H 3.147 -2.990 -0.582 0.0 0.0 0.0
H 4.613 0.745 -0.541 0.0 0.0 0.0
H 3.246 1.810 -0.137 0.0 0.0 0.0
H 3.322 1.044 -1.742 0.1 0.1 0.0
```
Forces are in eV/Å.

Properties
**Maximum force**: 0.4 eV Å⁻¹
**E**: -379481.407 eV
**Spin multiplicity**: 2
**Net charge**: -1
**<S²>**: 0.76

Here are the Löwdin charges for atoms 1 to 8, given in e:
1 V -0.303
2 C -0.223
3 C -0.221
4 N -0.145
5 C -0.176
6 C -0.198
7 N -0.175
8 C -0.194